No. 1
# C40H39Cl5N3OPSV

C40H39Cl5N3OPSV as an isolated structure (ωB97M-V with the def2-TZVPD basis set, the OMol25 dataset).

Geometry (Å):
V  -1.40  -0.04  -0.39
C  -0.10  -0.75  4.83
C  -1.32  -1.61  4.52
N  -1.14  -2.54  3.40
C  -0.68  -3.91  3.72
C  0.80  -4.12  3.43
C  -1.35  -2.22  2.13
S  -1.80  -0.54  1.81
N  -1.35  -3.22  1.25
C  -1.34  -3.06  -0.05
O  -1.14  -1.95  -0.64
C  -1.53  -4.25  -0.90
C  -1.79  -5.49  -0.32
C  -1.98  -6.60  -1.13
C  -1.91  -6.47  -2.51
C  -1.65  -5.23  -3.09
C  -1.46  -4.12  -2.28
H  -0.31  -0.10  5.68
H  0.15  -0.12  3.98
H  0.77  -1.37  5.08
H  -2.19  -0.98  4.33
H  -1.57  -2.23  5.38
H  -1.28  -4.60  3.13
H  -0.90  -4.07  4.77
H  1.01  -3.96  2.38
H  1.07  -5.14  3.69
H  1.42  -3.44  4.02
H  -1.84  -5.58  0.75
H  -2.18  -7.56  -0.69
H  -2.06  -7.34  -3.14
H  -1.60  -5.13  -4.16
H  -1.25  -3.16  -2.72
Cl  -0.79  0.61  -3.36
C  0.68  0.38  -2.48
C  0.54  0.01  -1.15
C  1.71  -0.32  -0.48
Cl  1.61  -0.97  1.12
C  2.97  -0.16  -1.06
Cl  4.39  -0.49  -0.16
C  3.06  0.28  -2.38
Cl  4.60  0.50  -3.11
C  1.90  0.53  -3.11
Cl  1.99  1.02  -4.75
C  -4.88  1.68  -1.38
C  -3.75  1.02  -2.15
C  -4.25  0.54  -3.52
C  -3.16  -0.15  -1.37
H  -5.29  2.53  -1.93
H  -4.54  2.05  -0.41
H  -5.70  0.98  -1.20
H  -2.98  1.77  -2.32
H  -5.07  -0.18  -3.40
H  -3.46  0.06  -4.09
H  -4.63  1.38  -4.11
H  -3.06  -1.06  -1.96
H  -3.76  -0.40  -0.48
N  -1.46  1.59  0.00
P  -1.28  3.11  0.55
C  0.15  3.19  1.64
C  1.31  2.54  1.25
C  2.43  2.58  2.06
C  2.39  3.26  3.27
C  1.22  3.91  3.66
C  0.10  3.88  2.85
C  -1.08  4.16  -0.89
C  0.17  4.56  -1.33
C  0.29  5.25  -2.53
C  -0.84  5.55  -3.27
C  -2.10  5.17  -2.81
C  -2.22  4.48  -1.62
C  -2.72  3.65  1.46
C  -2.99  5.01  1.56
C  -4.06  5.44  2.33
C  -4.85  4.52  3.00
C  -4.58  3.16  2.90
C  -3.51  2.72  2.13
H  1.34  2.01  0.31
H  3.33  2.06  1.76
H  3.26  3.29  3.91
H  1.19  4.45  4.60
H  -0.81  4.38  3.16
H  1.06  4.34  -0.75
H  1.27  5.56  -2.87
H  -0.75  6.09  -4.20
H  -2.98  5.42  -3.39
H  -3.21  4.19  -1.26
H  -2.39  5.73  1.02
H  -4.27  6.50  2.41
H  -5.68  4.85  3.60
H  -5.20  2.44  3.41
H  -3.30  1.66  2.04

Charge: +1
Kohn-Sham gap in eV: 8.203
Energy relative to the best compared isomer or geometry (same formula, charge and spin) in kcal/mol: 1.55

***

No. 2
# C5H8O3

One molecule with the formula C5H8O3 in a non-equilibrium geometry (ωB97M-V with the def2-TZVPD basis set, the OMol25 dataset).

Geometry (Å):
C  -1.64  -0.06  0.49
C  -0.41  -0.73  0.51
C  0.58  -0.80  -0.81
C  1.70  0.97  0.56
C  -0.48  0.72  0.16
H  -2.18  -0.71  -1.34
H  -2.31  0.18  1.51
H  0.20  -1.19  1.45
H  0.93  -1.97  -0.98
H  -0.01  -0.51  -1.89
H  1.84  0.28  1.53
H  2.60  1.49  0.23
H  -0.47  0.86  -0.87
O  -2.62  -0.29  -0.43
O  1.75  0.11  -0.64
O  0.51  1.63  0.54

Charge: 0
Kohn-Sham gap in eV: 9.568
Energy relative to the best compared isomer or geometry (same formula, charge and spin) in kcal/mol: 177.75
SMILES: O[C@H]1[C@H]2COCO[C@H]12

***

No. 3
# C52H52N12O24

A 12-piece molecular cluster, C52H52N12O24 overall in a non-equilibrium geometry (ωB97M-V with the def2-TZVPD basis set, the OMol25 dataset).

Geometry (Å):
C  -24.77  0.23  8.96
N  -24.60  1.71  9.26
O  -25.36  2.20  10.08
O  -23.65  2.26  8.78
H  -24.89  0.04  7.92
H  -25.70  -0.11  9.49
H  -23.93  -0.25  9.51
C  -25.04  5.85  8.63
N  -25.39  4.79  7.67
O  -24.65  4.70  6.69
O  -26.37  4.07  7.84
H  -25.02  6.80  8.14
H  -24.05  5.67  8.99
H  -25.79  5.87  9.41
C  -22.26  11.68  7.92
N  -23.29  10.63  7.61
O  -23.99  10.86  6.65
O  -23.32  9.65  8.31
H  -22.85  12.51  8.20
H  -21.78  11.93  6.94
H  -21.68  11.39  8.78
C  -22.90  1.65  5.77
N  -22.11  1.43  4.52
O  -21.52  0.38  4.54
O  -22.09  2.26  3.65
H  -23.22  0.71  6.07
H  -23.77  2.25  5.52
H  -22.19  2.15  6.46
C  -28.00  8.00  6.36
C  -26.84  8.66  6.74
C  -26.57  9.05  8.03
C  -27.57  8.84  8.99
C  -28.75  8.23  8.62
C  -29.03  7.78  7.28
N  -27.42  9.34  10.31
O  -28.23  9.00  11.13
O  -26.57  10.21  10.56
H  -28.03  7.57  5.34
H  -26.08  8.93  6.02
H  -25.61  9.48  8.30
H  -29.49  8.10  9.43
H  -29.95  7.24  7.00
C  -30.87  2.61  4.42
C  -30.81  2.20  5.77
C  -29.66  1.80  6.41
C  -28.47  1.85  5.72
C  -28.43  2.27  4.43
C  -29.62  2.66  3.77
N  -27.17  1.36  6.34
O  -26.13  1.42  5.69
O  -27.25  0.92  7.48
H  -31.77  3.00  3.93
H  -31.66  2.23  6.36
H  -29.59  1.58  7.49
H  -27.54  2.26  3.85
H  -29.41  2.92  2.74
C  -24.23  4.03  2.12
C  -24.94  3.98  3.31
C  -26.13  4.63  3.42
C  -26.74  5.14  2.25
C  -26.09  5.02  1.03
C  -24.84  4.51  0.95
N  -27.92  6.05  2.38
O  -28.26  6.56  1.32
O  -28.43  6.22  3.48
H  -23.22  3.70  2.16
H  -24.44  3.56  4.17
H  -26.62  4.68  4.34
H  -26.54  5.44  0.17
H  -24.34  4.52  -0.05
C  -25.13  8.58  3.65
C  -24.83  9.92  3.57
C  -23.51  10.40  3.67
C  -22.54  9.43  3.89
C  -22.81  8.09  3.89
C  -24.11  7.59  3.79
N  -21.12  9.85  4.28
O  -20.21  9.09  4.00
O  -20.96  10.97  4.74
H  -26.19  8.31  3.62
H  -25.65  10.59  3.35
H  -23.34  11.45  3.74
H  -21.99  7.43  4.05
H  -24.30  6.52  3.71
C  -19.77  10.98  10.95
C  -20.92  11.47  11.64
C  -22.09  10.74  11.73
C  -22.13  9.47  11.11
C  -21.04  8.95  10.45
C  -19.83  9.68  10.39
N  -23.31  8.63  11.30
O  -24.06  8.80  12.24
O  -23.55  7.77  10.44
H  -18.81  11.41  11.01
H  -20.82  12.48  12.10
H  -22.88  11.15  12.28
H  -21.16  7.99  10.08
H  -19.02  9.19  9.89
C  -26.47  5.37  13.24
C  -26.62  4.09  13.66
C  -25.66  3.18  13.32
C  -24.58  3.59  12.55
C  -24.40  4.90  12.20
C  -25.45  5.76  12.44
N  -23.43  2.67  12.10
O  -22.54  3.18  11.40
O  -23.41  1.55  12.56
H  -27.26  6.08  13.51
H  -27.51  3.71  14.20
H  -25.82  2.14  13.55
H  -23.43  5.12  11.69
H  -25.40  6.81  12.18
C  -19.05  1.78  8.21
C  -20.40  1.95  8.53
C  -20.86  3.16  9.00
C  -19.87  4.16  9.27
C  -18.57  4.01  8.89
C  -18.16  2.79  8.42
N  -20.42  5.40  9.85
O  -19.61  6.00  10.57
O  -21.54  5.77  9.53
H  -18.68  0.81  7.83
H  -21.02  1.03  8.48
H  -21.88  3.40  9.27
H  -17.92  4.80  9.04
H  -17.09  2.66  8.23
C  -19.97  4.99  5.75
C  -18.75  5.65  5.61
C  -18.53  6.93  6.01
C  -19.64  7.60  6.55
C  -20.85  7.01  6.74
C  -21.05  5.69  6.24
N  -19.44  8.98  7.02
O  -20.42  9.66  7.16
O  -18.28  9.35  7.32
H  -20.13  3.99  5.36
H  -17.97  5.03  5.18
H  -17.56  7.39  6.08
H  -21.66  7.55  7.22
H  -22.04  5.30  6.41

Charge: 0
Kohn-Sham gap in eV: 8.883
Energy relative to the best compared isomer or geometry (same formula, charge and spin) in kcal/mol: 31.34
SMILES: O=[N+]([O-])c1ccccc1.O=[N+]([O-])c1ccccc1.O=[N+]([O-])c1ccccc1.O=[N+]([O-])c1ccccc1.O=[N+]([O-])c1ccccc1.O=[N+]([O-])c1ccccc1.O=[N+]([O-])c1ccccc1.O=[N+]([O-])c1ccccc1.C[N+](=O)[O-].C[N+](=O)[O-].C[N+](=O)[O-].C[N+](=O)[O-]

***

No. 4
# C9H18BBrNO7P

A 3-piece molecular cluster, C9H18BBrNO7P overall in a non-equilibrium geometry (ωB97M-V with the def2-TZVPD basis set, the OMol25 dataset).

Geometry (Å):
C  -1.65  -1.06  1.58
P  -1.90  0.82  1.42
C  -1.23  1.40  -0.26
B  -3.74  1.34  1.55
Br  -4.12  3.20  2.22
N  -4.94  0.51  1.17
C  -4.65  -0.13  0.06
O  -4.25  -1.05  -0.70
H  -2.53  -1.62  2.07
H  -1.43  -1.50  0.54
H  -0.73  -1.22  2.25
H  -0.21  0.88  -0.45
H  -1.13  2.55  -0.21
H  -2.00  1.12  -1.07
C  1.99  4.95  -3.03
O  2.66  5.31  -1.82
C  2.33  4.55  -0.76
O  1.55  3.63  -0.77
O  3.02  5.00  0.30
C  2.77  4.28  1.51
H  2.33  5.63  -3.82
H  2.25  3.93  -3.32
H  0.91  5.06  -2.93
H  3.06  3.23  1.40
H  1.72  4.36  1.79
H  3.38  4.72  2.29
C  2.14  -5.24  1.59
O  0.98  -4.56  1.11
C  0.55  -4.99  -0.08
O  1.05  -5.87  -0.75
O  -0.54  -4.28  -0.41
C  -1.12  -4.63  -1.67
H  2.40  -4.81  2.56
H  1.94  -6.30  1.73
H  2.98  -5.09  0.91
H  -1.45  -5.67  -1.67
H  -0.40  -4.45  -2.48
H  -1.98  -3.99  -1.83

Charge: 0
Kohn-Sham gap in eV: 7.480
SMILES: CP(C)B(Br)N=C=O.COC(=O)OC.COC(=O)OC

***

No. 5
# C50H42IO31S

A 8-piece molecular cluster, C50H42IO31S overall in a non-equilibrium geometry (ωB97M-V with the def2-TZVPD basis set, the OMol25 dataset).

Geometry (Å):
C  1.38  -3.16  2.96
C  -0.25  -3.53  2.94
O  -1.06  -2.51  2.56
O  -0.77  -4.88  3.26
C  -1.68  -4.79  4.45
C  -1.01  -5.55  5.78
C  0.14  -4.53  6.36
S  1.53  -5.43  7.30
I  0.38  -7.30  8.37
C  2.84  -6.00  6.10
C  2.07  -6.96  4.82
C  1.80  -8.62  5.25
O  2.95  -8.09  4.19
H  2.03  -4.12  3.11
H  1.61  -2.68  1.91
H  1.65  -2.42  3.84
H  -1.83  -3.66  4.79
H  -2.70  -5.33  4.27
H  -0.62  -6.62  5.48
H  -1.85  -5.74  6.60
H  -0.37  -3.78  7.12
H  0.68  -3.88  5.56
H  3.68  -6.69  6.53
H  3.23  -5.07  5.49
H  1.19  -6.40  4.12
H  0.87  -9.10  4.73
H  2.59  -9.15  5.94
C  -5.12  -3.14  -0.15
C  -6.27  -2.47  -0.15
C  -6.61  -1.51  0.93
O  -7.67  -0.89  0.89
C  -5.65  -1.34  2.03
C  -4.49  -2.01  2.03
C  -4.14  -2.95  0.93
O  -3.07  -3.54  0.96
O  -3.58  -1.86  3.06
O  -7.19  -2.64  -1.17
H  -4.86  -3.84  -0.94
H  -5.91  -0.65  2.82
H  -2.83  -2.45  2.84
H  -7.94  -2.05  -0.95
C  1.65  -4.81  -2.21
C  2.53  -4.21  -3.02
C  2.59  -2.73  -3.13
O  3.42  -2.21  -3.87
C  1.64  -1.93  -2.33
C  0.76  -2.53  -1.53
C  0.71  -4.01  -1.40
O  -0.09  -4.53  -0.64
O  -0.13  -1.79  -0.78
O  3.40  -4.95  -3.79
H  1.59  -5.88  -2.12
H  1.69  -0.86  -2.44
H  -0.66  -2.45  -0.28
H  3.94  -4.29  -4.29
C  -3.73  2.09  -2.65
C  -3.94  1.52  -3.84
C  -3.27  0.24  -4.21
O  -3.50  -0.27  -5.30
C  -2.34  -0.36  -3.24
C  -2.13  0.22  -2.05
C  -2.82  1.48  -1.67
O  -2.62  1.97  -0.57
O  -1.26  -0.34  -1.13
O  -4.79  2.09  -4.76
H  -4.21  3.02  -2.37
H  -1.85  -1.28  -3.53
H  -1.28  0.26  -0.36
H  -4.78  1.48  -5.54
C  5.98  -2.36  0.41
C  5.12  -2.93  1.26
C  4.83  -2.30  2.58
O  4.02  -2.84  3.34
C  5.53  -1.06  2.93
C  6.39  -0.50  2.08
C  6.66  -1.11  0.75
O  7.45  -0.56  -0.02
O  7.05  0.67  2.40
O  4.48  -4.11  0.95
H  6.20  -2.80  -0.55
H  5.32  -0.63  3.90
H  7.62  0.87  1.62
H  3.91  -4.31  1.73
C  8.70  1.30  -2.75
C  8.68  1.51  -4.07
C  9.20  2.77  -4.66
O  9.19  2.93  -5.87
C  9.71  3.80  -3.74
C  9.72  3.59  -2.42
C  9.23  2.32  -1.83
O  9.27  2.15  -0.62
O  10.20  4.56  -1.55
O  8.18  0.55  -4.94
H  8.33  0.38  -2.31
H  10.07  4.72  -4.18
H  10.10  4.17  -0.65
H  8.28  0.94  -5.83
C  -6.87  5.51  1.62
C  -6.90  4.61  0.63
C  -5.85  4.59  -0.43
O  -5.89  3.74  -1.31
C  -4.79  5.62  -0.37
C  -4.77  6.52  0.61
C  -5.80  6.52  1.69
O  -5.74  7.35  2.59
O  -3.78  7.48  0.67
O  -7.90  3.66  0.56
H  -7.62  5.53  2.39
H  -4.05  5.60  -1.16
H  -3.98  8.01  1.48
H  -7.70  3.13  -0.24
C  -3.86  8.61  -2.91
C  -3.68  9.84  -3.39
C  -3.49  10.09  -4.84
O  -3.34  11.24  -5.25
C  -3.48  8.93  -5.75
C  -3.67  7.70  -5.27
C  -3.88  7.45  -3.82
O  -4.07  6.31  -3.42
O  -3.66  6.60  -6.12
O  -3.66  10.93  -2.54
H  -4.01  8.41  -1.86
H  -3.32  9.13  -6.80
H  -3.81  5.83  -5.54
H  -3.51  11.71  -3.12

Charge: +1
Kohn-Sham gap in eV: 4.893

***

No. 6
# C3H13NO4

C3H13NO4 as an isolated structure in a non-equilibrium geometry (ωB97M-V with the def2-TZVPD basis set, the OMol25 dataset).

Geometry (Å):
C  0.59  -1.26  0.70
N  1.24  -0.23  0.24
C  2.08  -0.52  -1.44
C  1.05  -0.59  -2.56
O  -0.47  -1.23  1.42
H  0.99  -2.22  0.34
H  0.75  0.79  0.10
H  2.71  -1.46  -1.20
H  2.67  0.46  -1.39
H  1.36  -0.38  -3.57
H  0.18  0.05  -2.32
H  0.73  -1.67  -2.75
H  -0.94  1.50  -0.54
H  -0.48  1.70  0.91
O  -0.16  1.81  -0.02
H  -0.88  0.50  2.59
H  -1.21  1.71  3.52
O  -1.18  1.44  2.61
H  -1.94  -0.47  -1.73
H  -1.88  -0.49  -0.17
O  -2.33  -0.04  -0.97

Charge: 0
Kohn-Sham gap in eV: 10.359
Energy relative to the best compared isomer or geometry (same formula, charge and spin) in kcal/mol: 64.14